[1]
The following is a quantum chemistry calculation of a cluster of 16 separate species, C10H52O16 in total, from OMol25.

XYZ file:
```
78
Properties=species:S:1:pos:R:3:forces:R:3
C -22.616266 9.607667 -32.707623 0.1 0.7 -0.4
C -21.868865 10.917263 -32.399355 0.4 -0.9 0.5
O -20.943345 10.766386 -31.312492 0.0 0.1 0.0
H -22.991735 9.106429 -31.816180 0.0 0.2 0.0
H -22.001223 8.906727 -33.272748 0.2 0.0 0.1
H -23.446006 9.878702 -33.362063 -0.2 -0.2 0.0
H -22.549773 11.698172 -32.063000 -0.1 -0.1 -0.1
H -21.314151 11.273215 -33.268326 -0.2 0.1 -0.2
H -20.180779 10.229618 -31.543664 -0.1 -0.2 -0.2
C -19.529055 6.585375 -25.061533 -1.2 -0.8 0.4
C -19.128882 7.011335 -26.461936 0.4 0.1 0.6
O -18.330297 8.179126 -26.323179 0.4 -0.4 -0.6
H -20.006283 5.604587 -24.996005 -0.2 -0.2 -0.5
H -20.279067 7.251418 -24.632925 0.2 0.3 0.1
H -18.704755 6.474508 -24.356952 0.3 0.5 -0.3
H -19.945176 7.243470 -27.148418 -0.4 -0.3 0.3
H -18.582646 6.188626 -26.924460 0.4 0.3 -0.1
H -18.915869 8.823717 -25.905857 0.1 0.4 0.1
C -26.916836 14.115597 -26.792898 -0.1 0.2 -0.6
C -25.807492 13.108087 -26.519719 0.3 0.4 0.6
O -26.214383 11.772492 -26.718003 -0.6 -0.7 -0.5
H -26.733011 15.116854 -26.401693 0.4 -0.1 0.2
H -27.888374 13.827114 -26.391764 0.1 -0.3 0.1
H -27.026226 14.277325 -27.866469 -0.2 -0.2 -0.1
H -25.485975 13.171093 -25.478940 0.1 0.3 0.0
H -24.934454 13.235423 -27.161965 0.0 0.6 0.0
H -25.957782 11.262164 -25.946082 -0.3 -0.3 0.1
C -23.481659 8.730642 -27.423013 0.4 1.8 -0.1
C -22.474763 8.399711 -28.542766 -2.0 -1.5 1.7
O -22.629116 6.972884 -28.731394 1.0 0.5 -0.4
H -24.516834 8.875991 -27.733254 -0.1 -0.8 -0.2
H -23.277483 9.726688 -27.018438 0.4 0.2 0.1
H -23.342147 8.045976 -26.587932 -0.3 -0.2 -0.2
H -21.503433 8.576807 -28.082244 0.3 0.1 -0.8
H -22.706548 8.896558 -29.484034 0.5 0.5 0.1
H -23.548294 6.749560 -28.546864 -0.3 -0.2 -0.2
C -25.152157 6.231411 -25.091319 -0.8 0.0 0.1
C -26.472128 6.377089 -24.324299 0.2 0.4 -0.3
O -27.186602 5.177990 -24.390859 -0.3 -1.6 0.0
H -24.575770 5.410636 -24.664597 0.1 0.1 0.1
H -24.582061 7.159443 -25.082057 0.0 -0.1 0.2
H -25.359420 5.973261 -26.129882 0.0 0.0 0.0
H -27.161578 7.089951 -24.782765 0.5 0.8 0.1
H -26.294723 6.624004 -23.275765 0.1 0.3 0.0
H -27.749793 5.083286 -23.619888 0.0 0.0 0.0
O -19.968383 7.152502 -30.118712 0.2 0.3 -0.1
H -20.852892 7.399294 -29.831099 -0.1 -0.3 0.1
H -20.060064 6.984672 -31.058336 0.0 -0.1 -0.1
O -27.309686 7.898603 -27.909546 -0.1 -0.1 0.0
H -27.425737 8.209511 -27.009030 0.0 -0.1 0.2
H -27.243730 8.705007 -28.431635 -0.1 0.3 -0.3
O -25.812486 9.922898 -24.316836 -0.5 -0.3 -0.4
H -25.844914 9.646313 -23.399472 -0.1 0.0 0.1
H -24.970719 10.387962 -24.408298 0.1 0.1 0.4
O -21.068813 11.903094 -28.859405 -0.1 0.5 1.0
H -20.854245 11.540146 -29.727326 -0.1 -0.3 -0.3
H -22.000648 12.135942 -28.915930 -0.3 -0.2 -0.4
O -20.110627 10.084809 -25.224753 0.3 0.0 -0.1
H -20.468498 10.421603 -26.048993 0.0 0.2 -0.1
H -20.828598 9.568444 -24.838327 -0.2 -0.2 0.3
O -24.039364 11.984799 -29.534503 0.2 0.2 0.0
H -24.890098 11.543237 -29.460153 -0.2 -0.3 0.1
H -24.144289 12.589284 -30.272332 0.0 0.1 -0.1
O -27.057958 10.597647 -29.167900 0.3 -0.2 -0.4
H -27.601220 11.285671 -29.556871 -0.2 0.0 -0.1
H -26.748889 10.977342 -28.337198 0.1 0.3 0.7
O -22.344711 8.915162 -23.999909 0.0 -0.4 -0.2
H -22.408963 9.026927 -23.049485 0.1 0.0 0.1
H -22.927404 9.594090 -24.363694 0.0 0.1 0.2
O -23.628467 11.381959 -24.243760 -0.1 0.1 0.2
H -23.116788 11.677098 -25.010214 0.4 0.3 -0.6
H -23.286239 11.893755 -23.508048 0.0 0.0 0.2
O -22.011920 12.358224 -26.126649 -0.2 0.2 0.2
H -21.680409 13.219523 -25.864095 0.1 0.1 0.1
H -21.708528 12.244870 -27.030774 0.3 -0.3 -0.5
O -25.361392 6.089510 -28.670456 0.1 -0.2 -0.1
H -26.147156 6.604773 -28.442925 -0.1 0.4 0.2
H -25.694763 5.203046 -28.821324 0.1 -0.2 -0.1
```
Positions in Å, forces in eV/Å.

## Properties
Highest occupied orbital energy in Eh: -0.325
LUMO in hartree: -0.004
Gap between HOMO and LUMO in eV: 8.741

***

[2]
The following is a quantum chemistry calculation of a structure of composition C10H5AuF8INO6S2, from OMol25.

XYZ file:
```
34
Properties=species:S:1:pos:R:3:forces:R:3
Au 2.195967 -1.313194 0.189495 0.3 -0.2 0.2
F -1.340714 2.096986 -2.075350 -0.2 0.0 0.1
C -1.448466 0.763345 -2.137287 0.0 -0.1 -0.1
F -2.378047 0.436840 -3.022474 0.0 0.1 0.1
F -1.812982 0.313981 -0.930822 -0.1 0.0 0.0
S 0.193749 0.088934 -2.610551 0.4 -0.3 -0.2
O 0.972621 0.196943 -1.385470 -0.3 0.2 -0.2
O 0.597407 0.892106 -3.719057 -0.1 -0.1 0.1
N -0.165591 -1.381920 -3.032127 0.0 0.0 0.2
S 0.362089 -2.716357 -2.392705 0.4 0.1 -0.4
O 0.286376 -3.793024 -3.320430 -0.1 0.2 0.1
O 1.621642 -2.563000 -1.660931 -0.3 -0.1 0.0
C -0.853463 -3.110679 -1.077858 0.1 0.1 0.0
F -0.577077 -4.297016 -0.561099 -0.1 0.0 0.1
F -2.085650 -3.098449 -1.563469 -0.1 -0.1 0.1
F -0.757890 -2.182533 -0.110732 -0.1 -0.1 0.0
F 4.946220 -0.784383 0.244434 0.0 0.0 0.1
C 3.956906 -0.830828 1.157701 -0.3 -0.1 0.0
F 4.238461 -1.774016 2.070552 0.1 0.1 -0.1
H 3.841592 0.140630 1.642032 0.0 0.0 0.1
I -2.029722 5.161984 0.701663 0.0 -0.1 0.0
C -1.391003 3.310212 1.256581 -0.1 0.0 0.0
C -0.170337 2.817945 0.708537 -0.4 0.2 0.3
C 0.246604 1.580783 1.075078 -0.3 -0.6 0.4
C -0.541530 0.793767 1.979386 0.1 -0.1 0.2
C -1.753915 1.316472 2.531557 0.4 -0.3 -0.2
C -2.180415 2.551635 2.175542 0.3 0.5 -0.4
C -0.137746 -0.632779 2.381220 0.3 0.3 -0.3
O -1.056120 -1.302475 2.858585 0.6 0.2 -0.3
O 1.087523 -0.928956 2.170229 -0.6 0.0 0.2
H 0.406738 3.409249 0.008524 -0.1 0.0 0.1
H 1.157136 1.177705 0.659699 -0.1 -0.1 0.1
H -2.326927 0.706859 3.217453 0.2 -0.1 -0.1
H -3.103436 2.953235 2.572095 0.1 0.1 -0.1
```
Positions in Å, forces in eV/Å.

## Properties
Highest occupied orbital energy (alpha / beta) in Eh: -0.339 / -0.375
LUMO (alpha / beta) in hartree: -0.056 / -0.189
Gap between HOMO and LUMO (alpha / beta) in eV: 7.713 / 5.064
Multiplicity: 3

***

[3]
The following is a quantum chemistry calculation of an isolated molecule of C10H5BrO2, from OMol25.

XYZ file:
```
18
Properties=species:S:1:pos:R:3:forces:R:3
O 2.024510 -2.437030 1.007480 -1.9 6.8 -4.2
C 1.710058 -1.312044 0.359988 0.9 -3.3 2.1
C 2.868200 -0.251413 -0.210292 -2.1 3.8 0.8
C 2.580879 1.233071 -0.081044 -0.1 -4.0 -0.2
C 1.139994 1.788340 0.559936 -0.7 3.1 2.5
O 1.030906 2.907878 1.292410 0.8 -7.1 -4.9
C -0.170951 0.799618 0.242612 -2.1 -2.0 -0.7
C -1.709448 1.330437 0.044891 1.3 -4.7 -0.1
Br -2.184668 3.264138 0.227131 0.5 -2.5 -0.3
C -2.872232 0.211525 -0.285127 2.9 -1.4 0.3
C -2.573371 -1.403353 -0.429156 3.4 2.8 0.8
C -1.027700 -1.952063 -0.242231 -0.8 4.2 0.6
C 0.126338 -0.839031 0.108088 -2.2 0.7 -0.4
H 3.861237 -0.670885 -0.690011 -2.3 1.0 1.3
H 3.357477 2.026405 -0.451582 -1.7 -1.6 1.0
H -3.981696 0.570228 -0.423011 2.5 -0.7 0.3
H -3.443421 -2.165260 -0.685476 2.0 1.9 0.6
H -0.736111 -3.100562 -0.344609 -0.7 2.9 0.3
```
Positions in Å, forces in eV/Å.

## Properties
Highest occupied orbital energy in Eh: -0.338
LUMO in hartree: -0.068
Gap between HOMO and LUMO in eV: 7.349

***

[4]
The following is a quantum chemistry calculation of a structure of composition C10H5Cl2NNdO3Y, from OMol25.

XYZ file:
```
23
Properties=species:S:1:pos:R:3:forces:R:3
Y -2.551892 4.005407 -2.739456 2.7 -2.0 -2.2
Nd -1.659194 1.368691 -0.331572 3.5 1.0 0.0
Cl -0.238047 3.524607 -1.564247 -1.8 0.0 -0.2
Cl -3.112453 1.352208 -2.617532 0.2 1.3 0.4
C -3.200913 -0.332390 0.240230 -6.1 -6.7 1.9
C -2.456565 5.938847 -1.382906 1.1 6.6 2.8
C -4.860928 4.430434 -2.515867 -10.3 2.3 -1.3
O -3.983650 -1.156322 0.474238 4.0 4.2 -1.2
O -2.259252 6.994732 -0.961382 -1.0 -5.0 -1.8
O -6.004585 4.697427 -2.698394 8.2 -2.0 1.5
N 0.268707 0.239972 -0.303273 -0.5 0.3 0.1
C 1.060513 -0.537639 0.107896 -0.2 -0.7 0.6
C 1.825727 -1.539640 0.672789 -0.1 0.3 -0.3
C 2.678862 -2.294798 -0.156342 0.8 -0.8 -0.5
C 3.384624 -3.370673 0.383992 -0.4 0.7 -0.3
C 3.224285 -3.669250 1.751652 0.1 0.0 -0.2
C 2.376584 -2.919626 2.587962 -0.5 0.7 -0.2
C 1.671394 -1.845382 2.046929 0.1 -0.4 0.9
H 2.759475 -2.023892 -1.212789 0.1 -0.2 0.4
H 4.046358 -3.956326 -0.265270 -0.3 0.2 0.4
H 3.777925 -4.506879 2.172455 -0.1 0.1 0.0
H 2.259019 -3.160371 3.653509 0.1 0.1 -0.6
H 0.994008 -1.239136 2.657377 0.4 -0.3 -0.1
```
Positions in Å, forces in eV/Å.

## Properties
Highest occupied orbital energy (alpha / beta) in Eh: -0.739 / -0.739
LUMO (alpha / beta) in hartree: -0.603 / -0.602
Gap between HOMO and LUMO (alpha / beta) in eV: 3.683 / 3.706
Multiplicity: 4
Total charge: +4

***

[5]
The following is a quantum chemistry calculation of a structure of composition C10H5ClNO5Sc, from OMol25.

XYZ file:
```
23
Properties=species:S:1:pos:R:3:forces:R:3
O -0.524755 2.489515 -2.091141 0.1 -1.8 0.9
C -0.314361 1.204162 -2.065458 -1.3 3.8 -1.8
Sc 0.484767 2.085239 -0.347685 -1.6 0.7 1.3
C -1.874026 1.693767 0.292488 -2.9 2.0 2.7
O -2.798607 1.950063 0.953060 3.3 -1.2 -2.5
C -1.734016 -0.442059 -2.468243 1.7 -5.9 3.0
O -0.845958 -1.272199 -2.004765 -3.8 3.8 -2.3
C 0.962536 0.725527 -2.103279 3.1 -3.6 -4.3
O 1.715689 0.063848 -2.753248 -1.7 1.6 2.8
C -2.605886 0.218575 -1.330732 -2.2 -1.5 1.5
O -3.572011 -0.214194 -0.789968 2.8 1.3 -1.9
H -2.373719 -0.730736 -3.330860 0.9 0.9 -0.5
Cl 3.661923 0.471682 2.769253 0.1 -0.3 -0.1
C 2.272092 -0.196993 2.034932 0.9 1.0 -0.6
C 1.639375 -1.324207 2.549432 -0.9 -0.1 -0.6
C 0.451267 -1.757817 1.940215 0.9 0.4 0.1
C -0.113470 -0.972874 0.943131 -0.4 0.0 0.3
N 0.464933 0.161408 0.563599 1.7 0.2 -1.3
C 1.742714 0.455543 0.908288 -0.8 -1.3 2.0
H 2.084687 -1.842394 3.384226 0.0 -0.1 0.1
H -0.038214 -2.665848 2.244600 -0.1 -0.2 0.1
H -1.024131 -1.258131 0.418822 0.1 0.2 0.4
H 2.339176 1.158119 0.283343 0.0 -0.1 0.6
```
Positions in Å, forces in eV/Å.

## Properties
Highest occupied orbital energy (alpha / beta) in Eh: -0.584 / -0.636
LUMO (alpha / beta) in hartree: -0.383 / -0.375
Gap between HOMO and LUMO (alpha / beta) in eV: 5.483 / 7.097
Total charge: +2

***

[6]
The following is a quantum chemistry calculation of a structure of composition C10H5DyNO5S, from OMol25.

XYZ file:
```
23
Properties=species:S:1:pos:R:3:forces:R:3
O -0.380254 2.177248 -4.921763 -0.7 -0.7 2.9
C -0.636150 1.906366 -3.851649 1.1 1.6 -5.5
Dy -0.942294 1.193117 -1.651924 2.0 -2.1 0.6
O -3.886623 3.205066 -1.075826 3.3 -2.5 -0.3
C -2.964618 2.533614 -1.171036 -4.6 3.4 0.5
C -1.728011 0.691922 0.857334 -1.2 -1.2 5.2
O -2.002701 0.428589 1.948215 1.2 1.2 -4.8
C -0.004869 2.894917 -0.336932 3.4 4.6 2.8
O 0.635387 3.712235 0.139995 -2.3 -2.8 -1.6
C -2.603532 -0.469615 -1.807576 -3.7 -4.7 -1.2
O -3.273012 -1.358346 -2.070777 2.2 3.1 1.0
S 1.059130 -0.534561 -1.716433 -1.5 0.9 -1.1
C 1.203606 -0.904672 -0.052069 0.0 -1.0 1.8
N 0.301509 -1.723044 0.600542 1.3 0.2 0.7
C 0.566391 -2.258261 1.845707 0.0 0.4 -0.4
C 1.744987 -1.925675 2.487767 0.1 0.0 0.0
C 2.662600 -1.054404 1.858750 -0.1 -0.4 0.8
C 2.379581 -0.549821 0.608250 -0.6 0.0 -0.4
H -0.550393 -2.003706 0.136688 0.1 -0.3 -0.2
H -0.190939 -2.929584 2.270688 0.3 0.3 -0.3
H 1.960139 -2.341884 3.477227 -0.1 0.1 -0.4
H 3.606007 -0.795148 2.356816 -0.4 -0.1 -0.2
H 3.044057 0.105646 0.068006 0.3 0.0 0.1
```
Positions in Å, forces in eV/Å.

## Properties
Highest occupied orbital energy (alpha / beta) in Eh: -0.719 / -0.719
LUMO (alpha / beta) in hartree: -0.500 / -0.492
Gap between HOMO and LUMO (alpha / beta) in eV: 5.970 / 6.184
Multiplicity: 6
Total charge: +3

***

[7]
The following is a quantum chemistry calculation of a structure of composition C10H6BF2IO3RuS2, from OMol25.

XYZ file:
```
26
Properties=species:S:1:pos:R:3:forces:R:3
Ru 1.226904 -0.855701 1.278269 0.0 -0.2 -0.9
I -0.144691 -2.804329 0.133047 0.5 -0.2 0.7
C -1.469929 -1.411640 -0.603018 -0.1 0.2 -0.2
C -2.542820 -1.828242 -1.329162 -0.2 0.2 -0.1
C -3.421930 -0.855206 -1.860892 0.1 -0.2 0.1
C -3.170714 0.468067 -1.654148 0.1 0.1 0.1
C -2.047661 0.893530 -0.899397 -0.1 0.2 0.0
C -1.786400 2.270946 -0.694130 -0.1 -0.1 -0.1
C -0.702260 2.682179 0.023779 0.1 -0.1 0.1
C 0.170695 1.729291 0.588722 -0.2 0.1 0.0
C -0.039422 0.372839 0.441799 -0.1 0.2 -0.3
C -1.163359 -0.061346 -0.342687 0.0 0.2 0.0
H -2.728975 -2.880254 -1.500955 0.0 0.0 0.0
H -4.283205 -1.172745 -2.432869 0.0 0.0 0.0
H -3.830233 1.221474 -2.067721 0.0 0.0 0.0
H -2.468039 2.995477 -1.124635 0.0 0.0 0.0
H -0.509954 3.737292 0.167127 0.0 0.0 0.0
H 1.028812 2.071124 1.152670 0.0 0.0 0.0
O 5.976865 0.217783 0.306172 0.0 0.0 0.0
S 5.403588 -0.923519 -0.324032 0.5 0.0 -0.3
O 4.922548 -0.813985 -1.656125 -0.1 0.0 -0.2
O 5.664661 -2.213897 0.212057 -0.1 -0.1 0.1
S 3.250642 -0.514080 0.927354 -0.7 0.1 0.8
F 1.451741 -1.778632 3.897373 -0.1 0.3 0.2
B 0.894239 -0.715314 3.290047 0.9 -1.0 0.3
F 0.318906 0.168888 4.071361 -0.3 0.2 -0.2
```
Positions in Å, forces in eV/Å.

## Properties
Highest occupied orbital energy in Eh: -0.326
LUMO in hartree: -0.085
Gap between HOMO and LUMO in eV: 6.556

***

[8]
The following is a quantum chemistry calculation of a structure of composition C10H6BeNO5S, from OMol25.

XYZ file:
```
24
Properties=species:S:1:pos:R:3:forces:R:3
O 2.037595 -0.079325 -2.472221 -6.6 2.8 1.8
C 0.959731 0.335272 -2.195362 9.8 -3.3 -2.8
Be -0.545812 0.482424 -1.798045 -3.9 0.1 3.2
C -0.915088 -0.796588 -0.389175 0.8 -0.9 -2.6
O -1.556433 -1.756403 -0.791120 0.3 1.0 1.0
C -0.628929 0.411181 1.911745 -4.3 -3.2 0.3
O -1.678983 0.431649 2.606123 3.1 0.2 -2.0
C 0.273852 1.499339 1.741535 0.5 0.6 1.0
O 0.690651 1.740641 0.618914 0.1 0.6 2.0
C -0.257729 -0.781495 1.010026 0.1 -1.9 0.7
O 0.534194 -1.659154 1.316575 -1.2 1.7 -0.4
H 0.348041 1.735542 2.880215 1.5 1.9 -1.7
S -1.879859 1.928217 -1.588753 0.2 0.4 -0.3
C -3.296533 0.986815 -1.169412 0.3 -0.4 0.9
N -3.467146 0.476544 0.092921 -1.3 0.0 -0.8
C -4.565803 -0.284821 0.403351 0.7 0.4 -0.2
C -5.504840 -0.569529 -0.566436 0.0 0.0 0.2
C -5.362107 -0.027600 -1.852841 0.1 -0.1 0.3
C -4.254895 0.750997 -2.139962 0.0 0.0 -0.1
H -2.805935 0.694127 0.846456 -0.3 0.0 -0.4
H -4.615728 -0.630500 1.436991 0.0 0.1 -0.4
H -6.344801 -1.216178 -0.313781 0.2 0.3 -0.1
H -6.109919 -0.212836 -2.619231 0.1 0.0 0.2
H -4.049095 1.190615 -3.114728 -0.3 -0.2 0.2
```
Positions in Å, forces in eV/Å.

## Properties
Highest occupied orbital energy in Eh: -0.441
LUMO in hartree: -0.194
Gap between HOMO and LUMO in eV: 6.700
Total charge: +1